C3H6O2S2 | ωB97M-V/def2-TZVPD

Bonds (Å) are listed after each position.
Element x y z (Å)
1 S 2.47 -0.25 -0.17  S2 1.951, O3 1.417
2 S 4.06 -1.38 -0.06  S1 1.951
3 O 2.80 1.05 -0.60  S1 1.417
4 O 0.15 -0.38 -1.67  C7 1.212
5 C -0.41 0.47 1.10  C6 1.574, H8 1.087, H11 1.080, H13 1.056
6 C -1.52 -0.03 0.11  C5 1.574, C7 1.500, H10 1.137, H12 1.164
7 C -0.98 -0.47 -1.22  O4 1.212, C6 1.500, H9 1.032
8 H -0.76 0.51 2.13  C5 1.087
9 H -1.81 -0.58 -1.82  C7 1.032
10 H -2.39 0.66 -0.11  C6 1.137
11 H 0.54 -0.03 0.97  C5 1.080
12 H -1.95 -1.02 0.55  C6 1.164
13 H -0.20 1.46 0.80  C5 1.056

- multiplicity = 1
- HOMO-LUMO gap (hartree) = 0.2996
- LUMO (eV) = -1.45
- maximum force (eV Å⁻¹) = 4.1
- total energy (eV) = -28971.644
- highest occupied orbital energy (eV) = -9.600
- energy relative to the best compared isomer or geometry (same formula, charge and spin) (kJ/mol) = 255.6

---

C3H10N3 | ωB97M-V/def2-TZVPD

Bonds (Å) are listed after each position.
Element x y z (Å)
1 N -0.61 0.53 0.32  N3 1.490, C6 1.264
2 N -2.50 -0.01 1.53  C6 1.328, H14 1.055, H15 1.031
3 N 0.74 0.10 -0.13  N1 1.490, C4 1.488, C5 1.443, H12 1.087
4 C 0.62 -0.89 -1.24  N3 1.488, H7 1.058, H9 1.054, H13 1.106
5 C 1.55 1.22 -0.56  N3 1.443, H8 1.191, H10 1.164, H11 1.192
6 C -1.25 -0.21 1.12  N1 1.264, N2 1.328, H16 1.125
7 H 0.01 -0.43 -1.96  C4 1.058
8 H 1.39 2.14 0.17  C5 1.191
9 H 1.63 -0.98 -1.53  C4 1.054
10 H 1.28 1.35 -1.69  C5 1.164
11 H 2.67 0.83 -0.56  C5 1.192
12 H 1.23 -0.40 0.71  N3 1.087
13 H 0.21 -1.83 -0.82  C4 1.106
14 H -3.23 0.56 1.03  N2 1.055
15 H -2.83 -0.74 2.17  N2 1.031
16 H -0.90 -1.23 1.44  C6 1.125

- multiplicity = 1
- HOMO-LUMO gap (hartree) = 0.4054
- LUMO (eV) = -3.16
- maximum force (eV Å⁻¹) = 4.5
- total energy (eV) = -7735.094
- SMILES string = C[NH+](C)/N=C/N
- highest occupied orbital energy (eV) = -14.193
- net charge = +1
- energy relative to the best compared isomer or geometry (same formula, charge and spin) (kJ/mol) = 305.9

---

Copy entry 1 word for word.
C3H6O2S2 | ωB97M-V/def2-TZVPD

Bonds (Å) are listed after each position.
Element x y z (Å)
1 S 2.47 -0.25 -0.17  S2 1.951, O3 1.417
2 S 4.06 -1.38 -0.06  S1 1.951
3 O 2.80 1.05 -0.60  S1 1.417
4 O 0.15 -0.38 -1.67  C7 1.212
5 C -0.41 0.47 1.10  C6 1.574, H8 1.087, H11 1.080, H13 1.056
6 C -1.52 -0.03 0.11  C5 1.574, C7 1.500, H10 1.137, H12 1.164
7 C -0.98 -0.47 -1.22  O4 1.212, C6 1.500, H9 1.032
8 H -0.76 0.51 2.13  C5 1.087
9 H -1.81 -0.58 -1.82  C7 1.032
10 H -2.39 0.66 -0.11  C6 1.137
11 H 0.54 -0.03 0.97  C5 1.080
12 H -1.95 -1.02 0.55  C6 1.164
13 H -0.20 1.46 0.80  C5 1.056

- multiplicity = 1
- HOMO-LUMO gap (hartree) = 0.2996
- LUMO (eV) = -1.45
- maximum force (eV Å⁻¹) = 4.1
- total energy (eV) = -28971.644
- highest occupied orbital energy (eV) = -9.600
- energy relative to the best compared isomer or geometry (same formula, charge and spin) (kJ/mol) = 255.6

---

What did the first record say?
C3H6O2S2 | ωB97M-V/def2-TZVPD

Bonds (Å) are listed after each position.
Element x y z (Å)
1 S 2.47 -0.25 -0.17  S2 1.951, O3 1.417
2 S 4.06 -1.38 -0.06  S1 1.951
3 O 2.80 1.05 -0.60  S1 1.417
4 O 0.15 -0.38 -1.67  C7 1.212
5 C -0.41 0.47 1.10  C6 1.574, H8 1.087, H11 1.080, H13 1.056
6 C -1.52 -0.03 0.11  C5 1.574, C7 1.500, H10 1.137, H12 1.164
7 C -0.98 -0.47 -1.22  O4 1.212, C6 1.500, H9 1.032
8 H -0.76 0.51 2.13  C5 1.087
9 H -1.81 -0.58 -1.82  C7 1.032
10 H -2.39 0.66 -0.11  C6 1.137
11 H 0.54 -0.03 0.97  C5 1.080
12 H -1.95 -1.02 0.55  C6 1.164
13 H -0.20 1.46 0.80  C5 1.056

- multiplicity = 1
- HOMO-LUMO gap (hartree) = 0.2996
- LUMO (eV) = -1.45
- maximum force (eV Å⁻¹) = 4.1
- total energy (eV) = -28971.644
- highest occupied orbital energy (eV) = -9.600
- energy relative to the best compared isomer or geometry (same formula, charge and spin) (kJ/mol) = 255.6